# 1
{"formula": "C9H14", "method": "the ωB97M-V functional and the def2-TZVPD basis", "homo_lumo_gap_ev": 10.06, "smiles": "Cc1ccccc1.CC", "e_lumo_ha": 0.03762, "e_above_lowest_kj_mol": 38.33, "symbols": ["C", "C", "C", "C", "C", "C", "C", "H", "H", "H", "H", "H", "H", "H", "H", "C", "C", "H", "H", "H", "H", "H", "H"], "coordinates": [[-1.2574, 0.8476, 3.0599], [-0.2039, 0.0211, 2.3727], [-0.3861, -0.2016, 0.9977], [0.6402, -0.7045, 0.2131], [1.8400, -1.0831, 0.8072], [2.0357, -0.8383, 2.1574], [1.0297, -0.2811, 2.9322], [-2.2531, 0.6281, 2.6637], [-1.0364, 1.9187, 3.0375], [-1.4171, 0.6111, 4.1127], [-1.3077, 0.1181, 0.5181], [0.4601, -0.8403, -0.8432], [2.6020, -1.6601, 0.3008], [2.9686, -1.1715, 2.5849], [1.1786, -0.0725, 3.9882], [-1.3292, 0.4157, -3.2812], [0.0320, 0.2612, -3.9567], [-2.0994, -0.0503, -3.9033], [-1.3319, -0.0895, -2.3213], [-1.5457, 1.4791, -3.1986], [0.8354, 0.3458, -3.2053], [0.3222, 1.0619, -4.6393], [0.2236, -0.7156, -4.3973]], "forces_ev_per_angstrom": [[-0.6, -0.5, 0.9], [-0.1, 0.8, -1.0], [0.4, 0.3, 0.1], [-0.2, -0.4, 0.2], [-0.2, -0.1, 0.3], [-0.1, -0.4, -0.1], [-0.2, 0.1, 0.3], [0.2, 0.4, -0.5], [-0.1, -0.1, -0.3], [0.5, -0.1, 0.2], [0.0, -0.1, 0.1], [0.1, -0.1, -0.1], [0.0, 0.3, -0.4], [0.1, 0.1, 0.3], [0.1, -0.1, -0.1], [0.2, -0.2, -1.0], [1.3, 0.1, 0.9], [-0.1, 0.2, 0.1], [-0.1, 0.2, 0.2], [-0.2, -0.1, 0.4], [-0.3, 0.0, 0.1], [-0.6, -0.2, -0.4], [-0.3, 0.0, -0.3]]}

=====

# 2
{"formula": "C8H8Cl2N2Si", "method": "the ωB97M-V functional and the def2-TZVPD basis", "homo_lumo_gap_ev": 8.82, "smiles": "Cl[Si](Cl)(n1cccc1)n1cccc1", "e_lumo_ha": 0.00998, "e_above_lowest_kj_mol": 0.00, "symbols": ["Cl", "Si", "Cl", "N", "C", "C", "C", "C", "N", "C", "C", "C", "C", "H", "H", "H", "H", "H", "H", "H", "H"], "coordinates": [[2.2363, -0.9279, -1.9174], [0.1555, -0.0635, -1.2341], [-0.9289, 0.1456, -2.9206], [-0.4546, -1.2654, -0.2140], [-0.3910, -2.5778, -0.5851], [-1.0508, -3.3546, 0.3369], [-1.6619, -2.5093, 1.1846], [-1.2732, -1.2232, 0.8503], [0.2293, 1.3886, -0.2966], [0.1767, 2.6843, -0.7264], [0.9818, 3.4505, 0.1079], [1.5105, 2.6032, 1.0955], [1.0291, 1.3918, 0.8073], [0.0908, -2.7714, -1.4890], [-1.0525, -4.4823, 0.1379], [-2.3357, -2.8514, 2.0017], [-1.5041, -0.2375, 1.2371], [-0.2817, 2.9896, -1.5720], [1.1208, 4.5107, 0.0559], [2.0901, 2.7800, 1.9294], [1.3133, 0.3202, 1.2109]], "forces_ev_per_angstrom": [[-2.7, 1.3, 0.9], [2.3, -0.2, -0.9], [0.1, 0.2, 0.1], [0.0, -0.9, -0.8], [0.4, -0.6, 0.5], [1.8, -3.4, -4.2], [-1.9, 1.7, 3.2], [-1.4, 0.9, 1.9], [-0.2, -0.6, -1.0], [2.5, 1.2, 2.3], [-1.2, 0.1, -0.8], [-0.9, -0.3, -0.8], [1.3, -5.0, 1.6], [0.9, -0.9, -1.0], [-0.4, 1.9, 0.9], [0.7, 0.8, -0.7], [-0.2, -0.4, 0.4], [-1.6, 0.6, -2.5], [0.0, 0.3, -0.2], [1.2, 0.7, 1.4], [-0.6, 2.6, -0.4]]}

=====

# 3
{"formula": "C18H59INbO9S9", "method": "the ωB97M-V functional and the def2-TZVPD basis", "charge": -1, "homo_lumo_gap_ev": 6.81, "e_lumo_ha": 0.07325, "symbols": ["Nb", "I", "H", "H", "H", "H", "H", "C", "S", "O", "C", "H", "H", "H", "H", "H", "H", "C", "S", "O", "C", "H", "H", "H", "H", "H", "H", "C", "S", "O", "C", "H", "H", "H", "H", "H", "H", "C", "S", "O", "C", "H", "H", "H", "H", "H", "H", "C", "S", "O", "C", "H", "H", "H", "H", "H", "H", "C", "S", "O", "C", "H", "H", "H", "H", "H", "H", "C", "S", "O", "C", "H", "H", "H", "H", "H", "H", "C", "S", "O", "C", "H", "H", "H", "H", "H", "H", "C", "S", "O", "C", "H", "H", "H", "H", "H", "H"], "coordinates": [[-2.7302, -1.6364, 1.6765], [-0.8196, -2.3968, -0.2768], [-2.0416, -2.9020, 2.8392], [-4.0020, -2.8499, 1.0997], [-3.4132, -0.3727, 0.5365], [-1.6700, -0.3137, 2.4202], [-3.9164, -1.1803, 2.9123], [3.7800, -5.0537, -2.6887], [2.4874, -3.9701, -2.0546], [1.6542, -3.5932, -3.2301], [3.5541, -2.5825, -1.6930], [3.3068, -5.9793, -3.0115], [4.2725, -4.5732, -3.5349], [4.4985, -5.2642, -1.8957], [4.0660, -2.2671, -2.6034], [4.2749, -2.8601, -0.9246], [2.9318, -1.7776, -1.3157], [2.4762, 1.2038, -2.1917], [4.0908, 1.6791, -1.5631], [4.6063, 0.5350, -0.7524], [3.4288, 2.8785, -0.4009], [2.5923, 0.4013, -2.9151], [1.8574, 0.8693, -1.3560], [2.0259, 2.0607, -2.6903], [2.7243, 2.3756, 0.2568], [2.9248, 3.6761, -0.9463], [4.2510, 3.2943, 0.1810], [-6.9452, -1.2961, -3.0844], [-5.8628, -1.8366, -1.7463], [-5.0851, -0.6495, -1.3260], [-4.7671, -2.8311, -2.7658], [-7.6798, -0.6167, -2.6559], [-6.3568, -0.7756, -3.8411], [-7.4509, -2.1609, -3.5165], [-4.3257, -2.2064, -3.5435], [-5.3286, -3.6558, -3.2067], [-3.9865, -3.2187, -2.1116], [0.6131, 0.5275, -6.9484], [1.6570, -0.1996, -5.6816], [2.5258, 0.8934, -5.1595], [2.6778, -1.1742, -6.7927], [-0.0782, 1.2074, -6.4527], [1.2325, 1.0734, -7.6611], [0.0523, -0.2625, -7.4483], [3.1629, -0.5150, -7.5136], [2.0546, -1.9114, -7.2992], [3.4255, -1.6817, -6.1864], [-0.1117, 3.2757, 3.8873], [0.3325, 4.0735, 2.3492], [1.1808, 3.1114, 1.5817], [1.4481, 5.2828, 3.0605], [-0.7721, 2.4447, 3.6429], [0.7845, 2.9070, 4.3871], [-0.6443, 3.9816, 4.5248], [2.2379, 4.7837, 3.6123], [0.8919, 5.9437, 3.7258], [1.8801, 5.8651, 2.2478], [-3.5556, -0.0878, 5.2887], [-3.4086, 1.4942, 4.4523], [-3.0248, 2.4645, 5.5316], [-5.1665, 1.7188, 4.1633], [-2.5552, -0.3856, 5.5991], [-4.2008, 0.0423, 6.1610], [-3.9562, -0.8303, 4.6205], [-5.6980, 1.6754, 5.1150], [-5.5143, 0.9383, 3.4852], [-5.3032, 2.6959, 3.7029], [-0.9424, 2.8350, -2.9050], [-1.7484, 1.4577, -3.7329], [-2.8180, 2.0376, -4.6023], [-2.5316, 0.7949, -2.2729], [-0.4152, 3.4209, -3.6570], [-1.6988, 3.4484, -2.4151], [-0.2336, 2.4467, -2.1732], [-3.1761, 1.5516, -1.8265], [-1.7734, 0.4738, -1.5583], [-3.1316, -0.0627, -2.5625], [-1.3985, -7.1092, 1.0298], [-2.0544, -6.6485, 2.6432], [-2.9161, -5.4676, 2.4260], [-0.4974, -6.0212, 3.2934], [-2.2296, -7.4800, 0.4323], [-0.9669, -6.2263, 0.5560], [-0.6494, -7.8935, 1.1480], [-0.1392, -5.2201, 2.6461], [0.2287, -6.8337, 3.3520], [-0.6951, -5.6270, 4.2884], [5.7491, 4.3207, 3.0713], [4.8521, 4.3767, 4.6238], [3.9891, 5.5874, 4.5847], [6.2642, 4.7931, 5.6546], [5.0252, 4.1103, 2.2857], [6.2261, 5.2851, 2.8940], [6.4904, 3.5223, 3.1093], [6.7078, 5.7236, 5.2998], [6.9903, 3.9806, 5.6181], [5.9026, 4.9176, 6.6734]], "forces_ev_per_angstrom": [[1.9, -1.5, -2.3], [-0.3, 0.1, 0.3], [0.1, 0.3, 0.6], [-0.6, 0.5, 0.5], [0.0, 0.5, 0.4], [-0.7, 0.2, 0.5], [0.0, -0.1, -0.4], [0.1, 0.0, 0.0], [-0.2, -0.1, 0.0], [0.1, 0.0, -0.1], [0.1, 0.1, 0.0], [0.0, 0.0, 0.0], [0.0, 0.0, 0.0], [0.0, 0.0, 0.0], [0.0, 0.0, 0.0], [0.0, 0.0, 0.0], [0.0, 0.1, 0.0], [-0.1, -0.2, 0.2], [-0.2, 0.1, -0.1], [0.0, 0.0, 0.0], [0.1, -0.1, 0.0], [0.1, 0.1, 0.0], [0.1, 0.1, 0.1], [0.1, 0.0, -0.1], [0.0, 0.1, 0.0], [0.0, 0.0, 0.0], [0.0, 0.0, -0.1], [0.0, 0.0, -0.1], [0.0, -0.1, 0.1], [-0.2, 0.1, -0.2], [0.0, -0.1, 0.0], [0.0, 0.0, 0.0], [0.0, 0.0, 0.0], [0.0, 0.0, 0.0], [0.0, 0.0, 0.0], [0.0, 0.0, 0.0], [0.0, 0.0, 0.0], [0.0, 0.1, -0.1], [-0.1, -0.1, 0.2], [0.1, 0.0, -0.3], [0.0, 0.0, -0.1], [0.0, 0.0, 0.0], [0.0, 0.0, 0.0], [0.0, 0.0, 0.0], [0.0, 0.0, 0.0], [0.0, 0.0, 0.0], [0.0, 0.0, 0.0], [-0.1, -0.1, 0.1], [-0.1, 0.0, 0.0], [0.0, 0.1, 0.1], [-0.1, 0.0, -0.1], [0.0, 0.0, 0.0], [0.0, 0.0, -0.1], [-0.1, 0.0, 0.0], [-0.1, 0.0, 0.0], [0.0, 0.0, 0.0], [0.0, 0.0, 0.0], [0.0, 0.2, 0.5], [0.1, -0.1, 0.3], [-0.1, 0.1, -0.1], [-0.1, 0.0, -0.1], [0.0, 0.0, -0.1], [0.1, 0.1, 0.0], [-0.1, -0.2, -0.1], [0.1, 0.0, 0.0], [0.1, 0.0, 0.0], [0.0, 0.0, 0.0], [0.0, 0.1, 0.0], [0.1, 0.0, 0.1], [0.0, 0.0, 0.0], [0.0, 0.0, 0.0], [0.0, 0.0, 0.0], [0.0, 0.0, 0.0], [0.0, 0.0, 0.0], [0.0, 0.0, 0.0], [0.0, 0.0, 0.0], [0.0, 0.0, 0.0], [0.1, 0.0, -0.1], [0.1, 0.1, 0.0], [-0.3, -0.2, 0.0], [0.1, 0.0, 0.0], [0.0, 0.0, 0.0], [0.0, 0.0, 0.0], [0.0, 0.0, 0.0], [-0.1, 0.0, 0.0], [0.0, 0.0, 0.0], [0.0, 0.0, 0.0], [0.0, 0.0, -0.1], [0.0, -0.1, 0.1], [0.2, 0.1, 0.1], [0.1, 0.0, 0.0], [0.0, 0.0, 0.0], [0.0, 0.0, 0.0], [0.0, 0.0, 0.0], [0.0, 0.0, 0.0], [0.0, 0.0, 0.0], [0.0, 0.0, 0.0]]}

=====

# 4
{"formula": "C3H12NO3S", "method": "the ωB97M-V functional and the def2-TZVPD basis", "charge": -1, "homo_lumo_gap_ev": 6.72, "e_lumo_ha": 0.10815, "e_above_lowest_kj_mol": 45.14, "symbols": ["C", "C", "S", "N", "C", "O", "H", "H", "H", "H", "H", "H", "H", "H", "H", "H", "O", "H", "H", "O"], "coordinates": [[0.4741, -0.4000, -1.0768], [-0.2225, -1.6848, -1.5241], [0.3213, -2.2892, -3.1593], [-0.4009, 0.4867, -0.3368], [0.1081, 0.6891, 1.0890], [1.2647, 1.3334, 1.1647], [0.9067, 0.1427, -1.9340], [1.3772, -0.5803, -0.5043], [0.0861, -2.4888, -0.8586], [-1.2934, -1.6064, -1.4410], [0.4061, -1.0740, -3.7109], [-0.4089, 1.3971, -0.7873], [0.0776, -0.3608, 1.4735], [-0.7520, 1.1918, 1.5919], [1.8897, 1.1468, 2.6345], [3.0759, 1.7271, 3.4663], [2.4030, 1.0281, 3.5034], [-3.6026, 0.0498, 0.5916], [-2.4130, 0.5009, -0.2428], [-3.2973, 0.7909, 0.0610]], "forces_ev_per_angstrom": [[0.4, 0.9, -0.7], [0.8, -0.5, 0.2], [-0.1, 0.1, 0.1], [-0.4, 0.0, 0.4], [-0.8, 0.2, -0.4], [0.1, -0.2, 0.1], [-0.4, -0.2, -0.1], [0.1, -0.4, 0.4], [-0.1, -0.2, 0.1], [-0.4, 0.2, -0.3], [0.0, 0.0, -0.2], [0.2, 0.0, 0.2], [0.3, 0.0, 0.1], [0.1, 0.0, 0.0], [0.2, 0.0, -0.2], [-0.4, -0.4, 0.0], [0.3, 0.4, 0.1], [0.0, 0.1, 0.1], [0.4, 0.2, 0.2], [-0.2, -0.2, -0.2]]}

=====

# 5
{"formula": "C3H8N2O", "method": "the ωB97M-V functional and the def2-TZVPD basis", "homo_lumo_gap_ev": 10.32, "smiles": "[H]/N=C(/N)COC", "e_lumo_ha": 0.03175, "e_above_lowest_kj_mol": 186.82, "symbols": ["H", "N", "C", "N", "C", "O", "C", "H", "H", "H", "H", "H", "H", "H"], "coordinates": [[-0.4778, -1.5668, -1.1321], [-1.4427, -1.3611, -0.8454], [-1.3342, -0.4016, -0.0022], [-2.3761, 0.2068, 0.6401], [-0.0089, 0.1585, 0.3621], [0.9706, -0.2157, -0.6022], [2.2374, 0.1748, -0.3643], [-2.3373, 1.2720, 0.5940], [-3.2756, -0.2363, 0.3923], [-0.0568, 1.3366, 0.5811], [0.3086, -0.2049, 1.3575], [2.3491, 1.2647, -0.4277], [2.8466, -0.2509, -1.2086], [2.5973, -0.1761, 0.6553]], "forces_ev_per_angstrom": [[-0.5, -0.3, 0.0], [0.1, 0.6, 0.8], [0.5, -0.6, -1.5], [-1.1, 1.4, 0.0], [1.7, 2.3, 1.1], [-3.1, -0.3, 0.0], [2.5, 0.1, 0.4], [-0.3, -2.3, 0.2], [0.7, 0.8, 0.2], [0.1, -2.1, -1.0], [-0.2, -0.2, -0.2], [0.0, 0.1, 0.2], [-0.3, 0.3, 1.1], [-0.1, 0.3, -1.1]]}